1.
{
  "formula": "C15H38Cl2P2Pd",
  "method": "the ωB97M-V functional and the def2-TZVPD basis",
  "e_above_lowest_kcal_mol": 13.3,
  "spin_multiplicity": 5,
  "e_lumo_ev": [0.826, -2.833],
  "e_homo_ev": [-2.989, -8.966],
  "total_charge": 0,
  "total_energy_ev": -63268.5545,
  "symbols": ["Pd", "Cl", "Cl", "H", "H", "P", "C", "C", "C", "C", "H", "C", "H", "H", "H", "H", "H", "H", "H", "C", "C", "H", "H", "H", "H", "H", "H", "C", "H", "C", "H", "H", "H", "H", "H", "H", "C", "C", "P", "C", "C", "C", "C", "H", "H", "H", "H", "H", "H", "H", "H", "H", "H", "H", "H", "H", "H", "H"],
  "positions_angstrom": [[0.213, -0.205, 0.229], [2.088, 0.887, -0.677], [-1.762, -0.923, 1.201], [1.544, -0.615, 1.184], [0.208, -1.344, -0.937], [-0.815, 1.440, -1.558], [-0.064, 1.310, -3.222], [-2.634, 1.240, -1.708], [-0.389, 3.087, -0.865], [0.391, -0.113, -3.570], [0.842, 1.938, -3.122], [-0.979, 1.893, -4.299], [-1.851, 1.251, -4.467], [-0.410, 1.939, -5.234], [-1.320, 2.905, -4.066], [1.216, -0.415, -2.924], [0.741, -0.121, -4.610], [-0.425, -0.838, -3.475], [0.715, 3.079, -0.942], [-0.740, 3.238, 0.624], [-0.949, 4.206, -1.741], [-0.455, 4.233, -2.716], [-0.760, 5.164, -1.247], [-2.032, 4.106, -1.887], [-0.838, 2.273, 1.139], [-1.660, 3.816, 0.764], [0.075, 3.782, 1.115], [-2.973, -0.201, -2.094], [-2.897, 1.919, -2.531], [-3.396, 1.657, -0.454], [-2.551, -0.496, -3.061], [-4.066, -0.293, -2.159], [-2.622, -0.893, -1.314], [-3.095, 1.026, 0.401], [-4.468, 1.482, -0.632], [-3.260, 2.713, -0.198], [3.945, -0.811, 2.540], [3.221, -2.060, 2.048], [1.424, -1.870, 1.941], [0.709, -3.328, 1.181], [1.044, -4.638, 1.895], [0.717, -1.397, 3.537], [0.981, -2.367, 4.678], [3.899, -0.005, 1.796], [5.002, -1.058, 2.700], [3.542, -0.432, 3.489], [3.536, -2.298, 1.022], [3.416, -2.935, 2.680], [-0.378, -3.153, 1.131], [1.075, -3.346, 0.142], [0.526, -4.718, 2.856], [0.720, -5.476, 1.272], [2.120, -4.749, 2.065], [1.124, -0.401, 3.765], [-0.360, -1.267, 3.354], [2.047, -2.603, 4.795], [0.641, -1.909, 5.615], [0.424, -3.304, 4.552]],
  "forces_ev_per_angstrom": [[-1.312, 2.115, -1.500], [0.901, 0.421, -0.386], [-0.322, -0.055, 0.394], [1.069, 1.559, 0.764], [-0.024, -0.881, -0.845], [0.097, -1.213, 1.631], [0.183, 0.349, 0.013], [0.175, 0.493, -0.490], [0.167, -0.090, -0.464], [-0.024, 0.130, -0.107], [-0.327, -0.200, -0.118], [0.167, -0.047, -0.323], [0.124, 0.136, 0.003], [-0.167, 0.007, 0.012], [-0.030, -0.184, -0.062], [-0.157, -0.062, -0.067], [-0.051, -0.040, 0.131], [0.187, 0.106, -0.020], [-0.481, 0.025, -0.059], [0.142, 0.146, 0.060], [0.118, 0.346, 0.202], [-0.117, 0.036, 0.129], [-0.077, 0.023, -0.129], [0.165, 0.069, 0.022], [-0.035, 0.210, -0.083], [0.122, -0.190, -0.008], [-0.217, -0.061, -0.020], [-0.150, -0.163, 0.116], [-0.291, -0.118, 0.039], [-0.141, -0.202, 0.315], [-0.047, 0.047, 0.186], [0.219, -0.034, -0.041], [-0.092, 0.200, -0.352], [-0.175, 0.426, -0.351], [0.258, 0.094, 0.080], [-0.027, -0.240, -0.081], [0.299, 0.157, 0.061], [-0.067, -0.290, -0.210], [-0.247, -1.612, 1.302], [0.030, -0.585, 0.586], [-0.177, -0.416, -0.138], [-0.189, -0.130, -0.430], [-0.094, -0.117, 0.397], [-0.100, -0.194, 0.250], [-0.157, 0.095, -0.009], [0.059, -0.101, -0.237], [0.115, -0.074, 0.098], [0.123, 0.211, -0.157], [0.396, -0.118, 0.025], [-0.047, 0.051, 0.170], [0.164, 0.044, -0.215], [0.016, -0.193, 0.028], [-0.184, 0.008, -0.020], [-0.042, -0.077, -0.162], [0.193, -0.009, 0.161], [-0.210, 0.027, -0.072], [0.051, -0.099, -0.051], [0.234, 0.261, 0.035]]
}

***

2.
{
  "formula": "C7H13NO",
  "method": "the ωB97M-V functional and the def2-TZVPD basis",
  "smiles": "C=C(C/C(N)=C\\C)OC",
  "e_above_lowest_kcal_mol": 68.2,
  "e_lumo_ev": 1.004,
  "e_homo_ev": -7.442,
  "total_charge": 0,
  "total_energy_ev": -11004.7958,
  "symbols": ["C", "C", "C", "C", "C", "N", "C", "C", "O", "H", "H", "H", "H", "H", "H", "H", "H", "H", "H", "H", "H", "H"],
  "positions_angstrom": [[0.726, -1.324, -0.252], [-0.356, 1.280, 2.244], [-2.339, -0.644, -0.664], [1.057, -0.226, 0.714], [0.159, -0.312, -1.244], [1.046, 0.204, -2.194], [-1.143, 0.121, -1.136], [2.291, 0.199, 1.026], [-0.160, 0.114, 1.466], [0.705, 0.933, -2.811], [1.534, -0.500, -2.738], [1.609, -1.832, -0.646], [-0.013, -2.028, 0.135], [-1.414, 0.961, -1.775], [0.577, 1.733, 2.587], [-0.984, 0.983, 3.091], [-0.975, 1.966, 1.658], [3.168, -0.206, 0.534], [2.516, 1.049, 1.657], [-2.991, -0.872, -1.514], [-2.925, -0.023, 0.019], [-2.087, -1.577, -0.157]],
  "forces_ev_per_angstrom": [[-0.205, 1.577, -0.723], [-0.048, -0.278, -0.413], [0.122, 0.433, 0.830], [-0.491, -0.110, 3.850], [-3.278, -0.494, -1.053], [0.981, 0.332, -0.075], [1.648, -0.774, -1.574], [-0.491, 0.365, -0.450], [1.977, -1.217, -1.287], [-0.243, -0.290, 0.357], [-0.104, 0.114, 0.320], [-0.072, 0.115, 0.228], [0.138, 0.239, -0.044], [0.132, 0.002, -0.112], [-0.165, 0.053, -0.031], [0.376, -0.027, 0.031], [0.381, 0.319, -0.032], [-0.292, -0.124, -0.188], [-0.342, -0.092, 0.204], [0.151, -0.012, 0.015], [-0.136, -0.217, 0.138], [-0.040, 0.087, 0.008]]
}

***

3.
{
  "formula": "CH3O4P",
  "method": "the ωB97M-V functional and the def2-TZVPD basis",
  "e_above_lowest_kcal_mol": 145.2,
  "e_lumo_ev": -0.450,
  "e_homo_ev": -9.663,
  "total_charge": 0,
  "total_energy_ev": -18559.8756,
  "symbols": ["C", "O", "O", "O", "O", "P", "H", "H", "H"],
  "positions_angstrom": [[-0.656, -0.517, -0.267], [-1.251, 0.688, 0.260], [2.991, -0.248, 0.511], [-0.659, 2.020, -0.123], [0.592, -0.621, 0.255], [1.998, 0.012, -0.479], [-0.583, -0.473, -1.448], [-1.210, 0.592, 1.215], [-1.221, -1.454, 0.077]],
  "forces_ev_per_angstrom": [[0.367, -1.079, -2.448], [-1.148, -0.304, -0.791], [2.000, -0.213, 1.424], [0.335, -1.034, 0.071], [1.715, 0.066, 0.008], [-2.830, -0.012, -0.772], [-0.803, 0.378, 2.379], [0.143, 0.458, 0.591], [0.222, 1.740, -0.462]]
}

***

4.
{
  "formula": "C34H36N2OP2PdS",
  "method": "the ωB97M-V functional and the def2-TZVPD basis",
  "spin_multiplicity": 3,
  "e_lumo_ev": [-5.176, -8.210],
  "e_homo_ev": [-13.195, -13.520],
  "total_charge": 2,
  "total_energy_ev": -73748.8238,
  "symbols": ["Pd", "O", "C", "C", "C", "C", "C", "C", "N", "H", "H", "H", "H", "H", "H", "H", "C", "S", "C", "C", "C", "N", "P", "C", "C", "C", "C", "C", "C", "C", "C", "C", "C", "C", "C", "P", "C", "C", "C", "C", "C", "C", "C", "C", "C", "C", "C", "C", "H", "H", "H", "H", "H", "H", "H", "H", "H", "H", "H", "H", "H", "H", "H", "H", "H", "H", "H", "H", "H", "H", "H", "H", "H", "H", "H", "H", "H"],
  "positions_angstrom": [[1.369, 1.411, 0.009], [0.772, 3.729, -0.926], [1.459, 4.826, -0.336], [2.299, 4.377, 0.833], [2.873, 5.357, 1.634], [3.685, 4.986, 2.686], [3.904, 3.634, 2.917], [3.296, 2.724, 2.086], [2.499, 3.076, 1.054], [0.308, 4.045, -1.708], [0.753, 5.578, 0.015], [2.115, 5.299, -1.066], [2.681, 6.405, 1.422], [4.142, 5.737, 3.319], [4.538, 3.289, 3.724], [3.446, 1.668, 2.225], [-2.413, -4.390, 0.160], [-2.471, -2.708, 0.798], [-1.591, -2.903, 2.346], [-0.092, -2.902, 2.122], [0.457, -1.549, 1.679], [-0.063, -1.005, 0.364], [-0.763, 0.644, 0.419], [-1.614, 0.905, 1.966], [-2.990, 0.684, 2.081], [-3.624, 0.912, 3.292], [-2.894, 1.372, 4.384], [-1.532, 1.624, 4.267], [-0.893, 1.400, 3.058], [-1.986, 0.796, -0.884], [-2.404, -0.238, -1.717], [-3.323, 0.013, -2.726], [-3.822, 1.295, -2.909], [-3.403, 2.333, -2.085], [-2.481, 2.090, -1.078], [1.247, -0.821, -0.858], [2.188, -2.351, -0.821], [1.593, -3.615, -0.885], [2.389, -4.749, -0.909], [3.776, -4.627, -0.878], [4.371, -3.376, -0.823], [3.578, -2.236, -0.788], [0.545, -0.698, -2.506], [0.246, -1.825, -3.278], [-0.276, -1.677, -4.554], [-0.484, -0.408, -5.081], [-0.159, 0.717, -4.335], [0.351, 0.572, -3.058], [-2.787, -4.368, -0.862], [-3.067, -5.021, 0.760], [-1.403, -4.802, 0.167], [-1.921, -3.828, 2.819], [-1.902, -2.076, 2.989], [0.190, -3.674, 1.410], [0.425, -3.145, 3.054], [1.537, -1.634, 1.591], [0.254, -0.813, 2.451], [-3.565, 0.347, 1.227], [-4.691, 0.739, 3.382], [-3.396, 1.552, 5.327], [-0.973, 2.007, 5.114], [0.161, 1.621, 2.956], [-2.005, -1.235, -1.593], [-3.645, -0.796, -3.372], [-4.542, 1.487, -3.697], [-3.800, 3.333, -2.223], [-2.161, 2.906, -0.436], [0.515, -3.709, -0.936], [1.935, -5.732, -0.962], [4.395, -5.517, -0.901], [5.450, -3.283, -0.802], [4.046, -1.258, -0.738], [0.429, -2.823, -2.901], [-0.502, -2.557, -5.144], [-0.883, -0.296, -6.083], [-0.296, 1.706, -4.753], [0.602, 1.452, -2.497]],
  "forces_ev_per_angstrom": [[0.017, -0.450, -0.097], [0.062, 0.003, 0.097], [-0.018, -0.152, -0.013], [-0.009, -0.072, -0.045], [0.025, 0.120, 0.018], [0.020, 0.051, 0.034], [0.061, 0.011, 0.047], [-0.135, 0.130, -0.180], [0.033, 0.008, 0.151], [-0.013, -0.017, -0.029], [-0.094, 0.069, 0.037], [0.091, 0.047, -0.086], [0.013, -0.119, 0.015], [-0.023, -0.037, -0.035], [-0.040, 0.037, -0.048], [0.014, -0.213, 0.037], [0.002, -0.072, -0.023], [-0.156, 0.207, -0.221], [0.002, 0.007, 0.078], [0.063, 0.100, -0.055], [-0.163, 0.112, -0.218], [0.166, -0.018, 0.212], [0.211, -0.074, 0.000], [-0.118, -0.047, 0.120], [-0.018, -0.086, -0.023], [0.003, 0.007, 0.019], [-0.022, 0.010, 0.013], [0.000, 0.001, -0.009], [-0.095, -0.039, 0.029], [-0.089, -0.097, -0.094], [-0.066, -0.055, 0.030], [0.014, 0.002, 0.029], [-0.018, 0.009, -0.027], [0.009, 0.015, 0.011], [-0.040, 0.028, -0.001], [-0.109, 0.561, -0.021], [0.051, 0.064, 0.202], [0.081, -0.042, 0.010], [0.002, 0.021, -0.007], [0.007, -0.049, -0.010], [-0.020, 0.034, -0.001], [0.043, -0.003, 0.050], [-0.093, -0.086, -0.230], [-0.022, 0.002, -0.020], [-0.005, -0.033, 0.015], [-0.020, 0.005, -0.038], [-0.012, -0.025, -0.060], [0.007, -0.285, -0.133], [0.013, 0.008, 0.035], [0.015, -0.015, -0.016], [-0.024, 0.058, 0.000], [0.014, 0.008, -0.007], [0.026, 0.004, -0.018], [0.019, -0.070, -0.076], [0.022, 0.024, 0.047], [0.153, -0.013, -0.028], [-0.078, 0.072, 0.069], [0.044, -0.031, 0.023], [0.088, 0.017, 0.000], [0.029, -0.010, -0.047], [-0.051, -0.034, -0.069], [0.113, 0.011, -0.033], [-0.049, 0.016, 0.061], [0.020, 0.060, 0.048], [0.049, -0.005, 0.063], [0.038, -0.080, 0.014], [0.009, -0.045, -0.006], [-0.024, -0.016, 0.083], [0.016, 0.074, 0.005], [-0.061, 0.069, 0.005], [-0.082, -0.010, -0.004], [-0.044, -0.030, -0.001], [-0.012, 0.074, -0.042], [0.005, 0.053, 0.021], [0.036, -0.022, 0.066], [-0.006, -0.038, 0.007], [0.120, 0.277, 0.267]]
}